Entry 1:
ORCA calculation (ωB97M-V/def2-TZVPD) on a structure of composition C55H69N2O7STi.

Cartesian coordinates (Å):
Ti -0.655 -0.298 -0.726
C 1.783 -2.306 -0.383
O 1.127 -1.097 0.023
C 2.028 -0.146 0.542
C 3.049 0.376 -0.251
C 3.164 0.302 -1.760
C 2.036 -0.154 -2.656
C 2.336 -0.906 -3.784
C 1.398 -1.215 -4.765
C 0.117 -0.690 -4.618
C -0.233 0.071 -3.514
C -1.558 0.810 -3.413
C -2.491 0.332 -2.305
C -3.309 -0.787 -2.513
C -4.287 -1.164 -1.602
C -4.374 -0.448 -0.405
C -3.568 0.641 -0.126
C -3.705 1.394 1.173
C -2.497 1.466 2.095
C -2.614 2.243 3.241
C -1.615 2.320 4.199
C -0.468 1.547 4.011
C -0.319 0.734 2.905
C 0.809 -0.278 2.771
C 1.976 0.152 1.912
C 3.081 0.756 2.498
C 4.225 1.077 1.769
C 4.132 0.974 0.389
C 5.547 1.342 2.474
C 6.621 1.869 1.519
C 5.415 2.335 3.633
C 5.995 -0.023 3.026
C -1.314 0.745 1.911
O -1.096 0.039 0.818
C -1.751 3.182 5.444
C -1.590 2.302 6.692
C -0.656 4.257 5.414
C -3.109 3.886 5.535
C -2.659 1.074 -1.115
O -1.930 2.231 -0.906
C -2.605 3.421 -1.293
C -5.284 -2.283 -1.864
C -5.157 -3.367 -0.785
C -6.704 -1.693 -1.825
C -5.078 -2.950 -3.228
C 0.720 0.310 -2.500
O 0.331 0.961 -1.403
C 1.832 -2.017 -5.985
C 2.534 -3.315 -5.563
C 0.650 -2.388 -6.884
C 2.822 -1.171 -6.801
H 2.858 -2.226 -0.200
H 1.604 -2.494 -1.447
H 1.384 -3.137 0.212
H 4.049 -0.298 -2.002
H 3.394 1.332 -2.071
H 3.357 -1.242 -3.903
H -0.634 -0.860 -5.374
H -2.077 0.730 -4.373
H -1.305 1.864 -3.233
H -3.169 -1.335 -3.434
H -5.102 -0.749 0.333
H -4.514 0.932 1.749
H -4.017 2.422 0.962
H -3.534 2.787 3.378
H 0.311 1.560 4.761
H 0.371 -1.192 2.344
H 1.177 -0.502 3.775
H 3.081 0.881 3.572
H 4.945 1.312 -0.234
H 6.296 2.789 1.040
H 6.864 1.136 0.756
H 7.532 2.080 2.073
H 5.111 3.310 3.263
H 6.377 2.446 4.130
H 4.700 1.999 4.378
H 6.089 -0.746 2.218
H 5.271 -0.407 3.742
H 6.958 0.068 3.522
H -0.609 1.836 6.738
H -2.337 1.511 6.698
H -1.717 2.904 7.589
H 0.332 3.806 5.415
H -0.743 4.906 6.282
H -0.756 4.863 4.515
H -3.921 3.164 5.574
H -3.266 4.558 4.695
H -3.150 4.481 6.446
H -3.587 3.513 -0.816
H -2.745 3.464 -2.379
H -1.958 4.236 -0.972
H -5.341 -2.966 0.207
H -4.161 -3.803 -0.791
H -5.885 -4.152 -0.978
H -6.956 -1.325 -0.836
H -7.426 -2.461 -2.092
H -6.800 -0.872 -2.533
H -4.092 -3.405 -3.305
H -5.213 -2.241 -4.043
H -5.815 -3.740 -3.356
H 1.866 -3.940 -4.975
H 3.427 -3.121 -4.978
H 2.832 -3.871 -6.448
H -0.112 -2.932 -6.329
H 0.997 -3.023 -7.696
H 0.206 -1.501 -7.327
H 3.710 -0.938 -6.220
H 2.359 -0.237 -7.111
H 3.127 -1.718 -7.690
O 0.086 -4.127 -2.759
C -0.378 -4.827 -1.697
C -0.159 -6.198 -1.575
C -0.624 -6.891 -0.473
C -1.320 -6.229 0.528
C -1.559 -4.876 0.406
C -1.094 -4.158 -0.694
C -1.354 -2.699 -0.717
O -2.117 -2.181 0.106
O -0.744 -1.947 -1.566
H 0.481 -4.727 -3.406
H 0.382 -6.725 -2.353
H -0.445 -7.953 -0.394
H -1.672 -6.763 1.394
H -2.111 -4.330 1.156
C 2.542 4.626 3.753
N 1.896 3.790 2.772
C 1.249 4.226 1.677
N 1.048 5.558 1.530
S 0.664 3.145 0.560
H 2.881 4.002 4.575
H 1.843 5.367 4.144
H 3.411 5.146 3.338
H 2.062 2.794 2.788
H 1.624 6.226 2.016
H 0.665 5.841 0.644

Results
ΔE to the lowest compared entry with this formula, charge and spin ... 284.7 kJ/mol
HOMO ... -9.7 eV
Energy ... -109417.890 eV
Total charge ... +1

---

Entry 2:
ORCA calculation (ωB97M-V/def2-TZVPD) on a structure of composition C55H75N7O4RbS.

Cartesian coordinates (Å):
Rb 0.862 1.265 0.860
C 3.575 2.497 3.214
N 2.472 1.561 3.318
C 1.483 2.006 4.284
C 2.943 0.207 3.603
C 2.007 -0.908 3.138
N 1.855 -1.063 1.694
C 3.117 -1.456 1.035
C 3.186 -1.212 -0.457
C 3.472 -2.264 -1.314
C 3.651 -2.085 -2.682
C 3.490 -0.783 -3.150
C 3.262 0.326 -2.338
C 3.172 0.144 -0.914
O 3.126 1.122 -0.062
C 3.237 1.704 -3.043
C 4.625 2.005 -3.632
C 2.215 1.687 -4.192
C 2.868 2.888 -2.140
C 3.986 -3.226 -3.644
C 2.733 -3.622 -4.447
C 5.096 -2.807 -4.621
C 4.489 -4.447 -2.876
C 0.755 -2.033 1.469
C 0.392 -2.461 0.060
C 0.466 -3.806 -0.254
C -0.049 -4.335 -1.439
C -0.577 -3.407 -2.330
C -0.689 -2.036 -2.076
C -0.268 -1.528 -0.812
O -0.494 -0.320 -0.406
C -1.359 -1.184 -3.182
C -2.817 -1.638 -3.367
C -1.387 0.337 -2.932
C -0.589 -1.392 -4.500
C -0.171 -5.851 -1.644
C -1.054 -6.449 -0.534
C -0.820 -6.186 -2.985
C 1.196 -6.546 -1.600
H 4.190 2.523 4.130
H 3.187 3.504 3.040
H 4.202 2.221 2.363
H 1.902 2.093 5.303
H 0.645 1.302 4.321
H 1.088 2.980 3.989
H 3.093 0.067 4.687
H 3.916 0.085 3.135
H 1.011 -0.734 3.561
H 2.372 -1.847 3.590
H 3.338 -2.516 1.246
H 3.915 -0.857 1.473
H 3.532 -3.262 -0.881
H 3.589 -0.617 -4.224
H 4.925 1.242 -4.357
H 5.375 2.023 -2.832
H 4.630 2.983 -4.136
H 2.472 0.956 -4.964
H 2.166 2.676 -4.669
H 1.220 1.434 -3.816
H 3.599 3.033 -1.347
H 1.907 2.725 -1.652
H 2.805 3.797 -2.756
H 2.376 -2.775 -5.046
H 1.922 -3.906 -3.764
H 2.942 -4.462 -5.127
H 4.755 -2.035 -5.319
H 5.428 -3.670 -5.214
H 5.956 -2.410 -4.072
H 3.743 -4.813 -2.170
H 5.398 -4.205 -2.314
H 4.721 -5.257 -3.576
H -0.146 -1.593 1.913
H 0.982 -2.954 2.031
H 0.906 -4.475 0.488
H -0.974 -3.776 -3.273
H -3.367 -1.520 -2.427
H -2.874 -2.691 -3.663
H -3.316 -1.035 -4.141
H -2.026 0.596 -2.089
H -1.768 0.828 -3.840
H -0.390 0.719 -2.711
H -0.624 -2.432 -4.840
H 0.465 -1.117 -4.364
H -1.017 -0.763 -5.293
H -2.033 -5.958 -0.525
H -0.600 -6.306 0.452
H -1.202 -7.528 -0.691
H -1.835 -5.779 -3.053
H -0.882 -7.274 -3.099
H -0.234 -5.790 -3.822
H 1.761 -6.262 -0.704
H 1.788 -6.271 -2.476
H 1.076 -7.638 -1.598
C -3.000 -3.251 6.219
N -3.676 -2.435 5.228
C -4.900 -2.739 4.648
C -5.171 -1.774 3.769
N -4.100 -0.876 3.794
C -3.157 -1.269 4.728
S -1.741 -0.530 5.235
C -4.001 0.201 2.837
C -5.115 0.991 2.600
C -5.043 1.910 1.558
C -3.876 2.017 0.828
C -2.809 1.200 1.178
N -2.880 0.291 2.157
H -3.745 -3.774 6.815
H -2.402 -2.603 6.850
H -2.339 -3.972 5.742
H -5.461 -3.623 4.909
H -5.995 -1.661 3.083
H -6.010 0.881 3.200
H -5.897 2.538 1.331
H -3.779 2.727 0.011
H -1.871 1.215 0.640
O -2.871 8.181 4.551
C -2.902 7.005 5.352
C -2.478 5.818 4.536
C -2.253 4.606 5.156
C -1.866 3.527 4.380
N -1.701 3.595 3.056
C -1.936 4.753 2.458
C -2.316 5.890 3.159
C -1.798 4.777 0.953
C -2.409 5.758 0.193
C -2.276 5.747 -1.194
C -2.976 6.781 -2.035
O -4.403 6.680 -1.941
C -1.535 4.740 -1.768
C -0.964 3.790 -0.933
N -1.085 3.803 0.390
H -3.204 8.912 5.072
H -3.909 6.824 5.733
H -2.237 7.095 6.211
H -2.372 4.491 6.229
H -1.697 2.554 4.833
H -2.470 6.837 2.658
H -3.016 6.525 0.660
H -2.643 6.699 -3.069
H -2.730 7.781 -1.683
H -4.650 5.763 -2.094
H -1.405 4.678 -2.842
H -0.398 2.965 -1.351

Results
ΔE to the lowest compared entry with this formula, charge and spin ... 138.8 kJ/mol
HOMO ... -3.2 eV
Energy ... -88366.562 eV
Total charge ... -1